No. 1
{
  "formula": "C29H41F5P2Pd",
  "method": "wB97M-V/def2-TZVPD",
  "symbols": ["Pd", "C", "C", "C", "C", "C", "C", "H", "H", "H", "C", "H", "H", "H", "C", "H", "H", "H", "C", "H", "H", "H", "C", "H", "H", "H", "C", "C", "C", "C", "C", "C", "C", "C", "H", "H", "H", "H", "H", "H", "H", "H", "H", "H", "H", "H", "P", "C", "C", "P", "C", "C", "C", "H", "H", "H", "H", "H", "H", "H", "H", "H", "H", "H", "H", "H", "H", "F", "C", "C", "C", "F", "C", "F", "C", "F", "C", "F"],
  "positions_angstrom": [[-2.08335, -0.72882, -1.20147], [-2.61483, 1.02451, 1.66697], [-2.69819, 1.66306, 0.42687], [-3.51658, -0.54396, 0.16830], [-3.04841, -0.31110, 1.55221], [-3.26798, 0.75603, -0.54674], [-2.39168, 1.73515, 2.96572], [-1.60679, 2.49207, 2.87457], [-2.10293, 1.04432, 3.76316], [-3.30101, 2.25576, 3.30537], [-3.33455, -1.21176, 2.64300], [-2.91295, -0.86693, 3.59213], [-2.85130, -2.42984, 2.45334], [-4.41948, -1.38061, 2.75867], [-4.72629, -1.38644, -0.08890], [-5.58801, -0.96277, 0.44565], [-4.57643, -2.41494, 0.27029], [-4.94071, -1.41884, -1.16075], [-4.11756, 1.18641, -1.69558], [-5.18958, 1.08366, -1.47625], [-3.83956, 0.54605, -2.54038], [-3.90850, 2.22440, -1.95895], [-2.48530, 3.09228, 0.15145], [-3.42902, 3.58932, -0.10908], [-1.79754, 3.22295, -0.69206], [-2.07214, 3.60821, 1.02024], [1.35891, 0.53642, 2.19778], [0.93241, 1.78833, 2.34833], [1.09370, 2.96309, 1.42993], [2.25585, 2.81780, 0.39384], [1.85409, 2.34396, -0.94020], [1.38021, 1.06331, -1.25979], [1.26312, -0.13456, -0.30162], [2.05373, -0.10823, 1.02218], [1.24012, 3.89919, 1.99186], [3.06544, 2.19627, 0.79803], [0.13579, 3.08688, 0.89992], [3.08984, 0.26641, 0.86408], [1.23974, -0.17040, 3.02036], [0.39462, 2.02919, 3.27611], [2.20473, -1.16690, 1.29889], [0.18901, -0.27545, -0.05598], [0.47680, 1.11021, -1.92160], [1.52200, -1.07390, -0.84015], [2.70629, 3.81723, 0.24747], [1.59203, 3.12504, -1.65330], [4.06752, 0.78495, -0.97901], [5.45493, -0.07282, -0.14245], [4.88939, 2.37246, -1.42448], [2.14831, 0.18518, -3.25391], [3.86182, -0.10377, -2.54432], [2.51636, 1.79700, -4.07888], [2.33491, -0.91553, -4.71821], [5.32862, -1.15949, -0.25111], [5.42418, 0.19601, 0.92567], [6.41428, 0.25130, -0.57479], [5.89289, 2.16108, -1.82221], [4.98284, 2.97637, -0.50815], [4.30265, 2.94038, -2.15794], [3.33197, -0.81757, -5.17270], [1.56098, -0.64024, -5.44578], [2.18490, -1.94832, -4.38051], [4.00985, -1.18370, -2.37315], [4.62624, 0.25950, -3.25200], [1.85968, 1.84377, -4.95949], [3.56268, 1.85768, -4.41392], [2.28820, 2.64536, -3.42524], [-4.74046, -4.26075, 3.07880], [-3.49325, -4.58992, 2.63247], [-2.56360, -3.60789, 2.35856], [-1.31467, -4.00647, 1.93428], [-0.34722, -3.07596, 1.68261], [-0.99903, -5.35934, 1.73534], [0.22671, -5.71108, 1.30849], [-1.96678, -6.33656, 1.96842], [-1.69286, -7.63578, 1.72874], [-3.21900, -5.95062, 2.43864], [-4.16079, -6.87726, 2.68231]],
  "forces_ev_per_a": [[2.36, -1.31, -0.95], [0.38, -0.39, 0.96], [-0.57, -0.82, -2.13], [-0.60, 1.84, 1.15], [-0.71, -1.20, 0.26], [-1.52, 0.94, 2.63], [0.29, -0.02, 0.05], [-0.23, -0.07, 0.00], [-0.04, 0.11, -0.15], [0.14, -0.19, -0.22], [-0.79, 3.12, 0.00], [-0.11, -0.16, -0.05], [-0.24, 0.58, 0.12], [0.40, -0.62, -0.16], [0.25, -0.35, -0.10], [0.05, -0.10, -0.15], [-0.12, 0.23, -0.09], [-0.19, -0.08, 0.18], [0.45, 0.13, -0.44], [0.27, -0.06, -0.08], [-0.58, 0.28, -0.32], [-0.08, -0.10, -0.14], [0.18, 0.63, -0.01], [0.16, -0.03, 0.01], [-0.12, 0.13, 0.08], [-0.04, 0.04, -0.14], [0.19, -0.11, 0.06], [-0.01, 0.06, 0.62], [-0.05, -0.15, -0.72], [1.03, 1.01, 0.83], [-1.33, -1.67, -0.50], [-3.12, 0.97, 1.07], [0.23, -0.21, -0.23], [0.04, -0.69, 0.24], [0.02, -0.47, -0.02], [-0.43, 0.38, 0.29], [0.27, 0.16, -0.02], [-0.89, -0.23, 0.37], [-0.29, 0.37, -0.02], [0.43, -0.19, -0.32], [-0.01, 0.37, -0.10], [0.26, 0.31, -0.07], [0.86, 0.18, 0.80], [0.03, 0.63, 0.15], [-0.17, -0.39, 0.17], [0.17, -0.13, 0.06], [1.94, 0.59, -1.25], [-0.10, -0.06, 0.29], [0.01, -0.05, 0.05], [2.95, 0.05, -1.33], [-0.36, -0.32, 0.03], [-0.55, -0.02, -0.22], [-0.30, -0.25, -0.07], [0.11, 0.32, 0.15], [0.20, -0.19, -0.31], [-0.31, -0.21, 0.15], [-0.29, 0.18, 0.09], [0.06, -0.16, -0.34], [0.18, -0.16, 0.20], [-0.35, 0.04, 0.12], [0.20, -0.25, 0.08], [0.01, 0.16, -0.28], [-0.05, 0.38, -0.06], [-0.32, -0.24, 0.12], [0.23, 0.22, 0.17], [-0.39, -0.07, 0.08], [0.13, -0.18, -0.35], [2.15, -0.68, -0.78], [-1.40, 2.39, 0.54], [1.20, -2.31, -0.31], [-0.61, 2.44, 0.36], [-1.21, -1.43, 0.25], [1.83, -1.95, -0.72], [-1.82, 0.45, 0.60], [0.23, -1.34, -0.24], [-0.30, 1.54, 0.35], [-0.76, -3.07, -0.02], [1.49, 1.45, -0.37]],
  "charge": 2,
  "spin_multiplicity": 5,
  "lumo_energy_ha": [-0.204, -0.362],
  "orbital_gap_ev": [5.89, 2.43],
  "energy_ev": -66355.909,
  "homo_ev": [-11.4, -12.3]
}

=====

No. 2
{
  "formula": "C29H41N4",
  "method": "wB97M-V/def2-TZVPD",
  "symbols": ["C", "C", "C", "C", "C", "C", "C", "C", "C", "C", "C", "C", "C", "C", "C", "C", "N", "C", "H", "H", "H", "H", "H", "H", "H", "H", "H", "H", "H", "H", "H", "H", "H", "H", "H", "H", "H", "H", "H", "H", "H", "H", "H", "H", "N", "C", "C", "C", "C", "H", "H", "H", "H", "H", "N", "C", "C", "C", "C", "H", "H", "H", "H", "H", "N", "C", "C", "C", "C", "H", "H", "H", "H", "H"],
  "positions_angstrom": [[-2.34771, 0.73147, 2.34728], [-1.33342, -0.05790, 1.86252], [0.04758, -0.09487, 2.54329], [0.69674, 1.31825, 2.22017], [2.25539, 1.36732, 2.36605], [2.91376, 2.68863, 1.76698], [2.47133, 2.99270, 0.29998], [3.05329, 2.00565, -0.76593], [2.48444, 2.48444, -2.18685], [1.48367, 1.40944, -2.78259], [0.08151, 1.51157, -2.08994], [-0.80527, 0.27576, -2.51468], [0.83772, -1.26105, 1.90893], [1.29362, -1.22384, 0.50806], [2.07381, -2.35973, 0.01608], [2.33002, -3.43079, 0.94752], [1.91251, -3.52110, 2.23159], [1.20748, -2.44321, 2.66473], [-3.20967, 1.01141, 1.68502], [-2.36928, 1.15386, 3.37312], [-1.57030, -0.62852, 0.92610], [0.28705, 2.03909, 2.98226], [0.30510, 1.66431, 1.22695], [2.49151, 1.38300, 3.46561], [2.79609, 0.51266, 1.89607], [2.76993, 3.54944, 2.46314], [4.02491, 2.49627, 1.73585], [2.88279, 4.01284, 0.04532], [1.37148, 3.06438, 0.14192], [4.17069, 2.07466, -0.87705], [2.71676, 0.94855, -0.65639], [3.28979, 2.74372, -2.91385], [1.86370, 3.40785, -2.01429], [1.37676, 1.53126, -3.89162], [1.94922, 0.39862, -2.61463], [-0.40806, 2.48638, -2.34442], [0.23653, 1.47710, -0.97968], [-1.82828, 0.61346, -2.81415], [-0.92463, -0.46069, -1.68283], [-0.35632, -0.24861, -3.40073], [1.05619, -0.36117, -0.14932], [2.45749, -2.34936, -1.02924], [2.94306, -4.28403, 0.56372], [0.85929, -2.47078, 3.72588], [5.45163, -0.99662, -1.62038], [5.42104, -0.39856, -2.85321], [5.99104, -1.26001, -3.75507], [6.37493, -2.42468, -3.04117], [6.02637, -2.23264, -1.72846], [5.10348, -0.58939, -0.76810], [4.99829, 0.58552, -2.97970], [6.11691, -1.07534, -4.81039], [6.85184, -3.30428, -3.44432], [6.13847, -2.86684, -0.86400], [-5.90294, 0.36045, 3.40204], [-5.74317, 1.55291, 4.05110], [-6.98057, 1.98302, 4.45880], [-7.92360, 1.00850, 4.04322], [-7.22775, 0.01915, 3.39649], [-5.15873, -0.18150, 2.99131], [-4.76553, 1.99225, 4.16509], [-7.18520, 2.89562, 4.99637], [-8.99079, 1.02965, 4.20069], [-7.56042, -0.89562, 2.93305], [-3.16814, -2.24790, -1.62883], [-4.46356, -2.11101, -1.21324], [-5.27900, -2.28048, -2.30250], [-4.44258, -2.53543, -3.41923], [-3.14623, -2.51150, -2.97197], [-2.35672, -2.16759, -1.03834], [-4.69243, -1.90373, -0.18044], [-6.35646, -2.22839, -2.29765], [-4.75545, -2.71648, -4.43571], [-2.21299, -2.65753, -3.49138]],
  "forces_ev_per_a": [[-0.44, -0.16, -0.76], [0.53, 0.64, 2.03], [-1.00, -0.79, -2.13], [-0.07, -0.44, 0.83], [0.12, 1.12, 0.00], [-0.02, -1.01, -0.07], [1.08, 0.43, 0.19], [-0.52, 1.02, -1.54], [-0.90, -0.42, 0.17], [0.55, 0.57, 0.24], [0.45, -1.00, -0.13], [-0.26, 0.43, -0.17], [0.90, -0.08, -1.25], [0.63, -2.26, 1.43], [-1.10, 1.12, 1.88], [0.29, 0.23, -1.32], [-0.35, 1.73, -1.23], [-0.53, 0.74, -0.25], [0.63, -0.48, 0.67], [0.43, -0.14, -0.86], [0.44, 0.35, 0.42], [0.32, -0.48, -0.84], [0.66, -0.01, 0.51], [-0.15, -0.37, -0.96], [-0.66, 0.39, 0.39], [-0.16, -0.49, -0.66], [-0.88, 0.33, 0.06], [-0.40, -0.86, 0.08], [0.75, -0.15, 0.42], [-0.91, -0.25, 0.69], [0.46, 0.73, 0.38], [-0.49, -0.27, 0.54], [0.76, -0.62, -0.28], [0.00, -0.05, 0.83], [-0.60, 0.72, -0.16], [0.43, -0.82, 0.19], [-0.25, 0.20, -0.89], [0.73, -0.39, 0.28], [0.21, 0.61, -0.65], [-0.38, 0.42, 0.79], [0.15, -0.69, 0.59], [-0.23, -0.30, 0.96], [-0.58, 0.66, 0.46], [0.33, 0.04, -0.97], [0.02, 0.01, -0.18], [-0.02, 0.06, 0.15], [-0.05, 0.10, -0.03], [0.03, -0.10, 0.09], [0.02, 0.02, 0.09], [-0.07, -0.06, -0.08], [0.00, -0.05, 0.00], [-0.02, 0.00, 0.05], [-0.03, 0.03, 0.03], [-0.02, 0.01, -0.05], [-0.14, 0.02, 0.08], [0.10, -0.03, -0.06], [0.11, 0.06, 0.04], [-0.12, -0.11, -0.04], [0.07, -0.05, -0.06], [0.08, 0.15, 0.07], [-0.04, -0.03, -0.03], [0.02, -0.04, -0.02], [0.05, -0.01, -0.01], [-0.01, 0.05, 0.02], [-0.13, -0.11, -0.14], [0.07, 0.04, 0.10], [-0.08, 0.01, 0.12], [0.10, -0.04, -0.11], [0.09, 0.03, 0.09], [-0.07, 0.01, 0.00], [0.01, 0.02, -0.06], [0.05, 0.00, 0.01], [0.03, 0.01, 0.04], [-0.05, 0.03, 0.01]],
  "charge": -1,
  "lumo_energy_ha": 0.099,
  "orbital_gap_ev": 5.37,
  "energy_ev": -36695.401,
  "homo_ev": -2.7
}